81
Properties=species:S:1:pos:R:3:forces:R:3 method="wB97M-V/def2-TZVPD" smiles="C#CCCCc1cc(OCCOCC)c2c(c1)C(=O)c1c(cc(S)c(P(O)O)c1CCCCCCCSc1nnco1)C2=O" multiplicity=1 orbital_gap_ev=6.93
C 6.081847 -1.325846 0.408172 0.98 5.27 -4.81
C 6.188571 -0.226817 -0.327963 -0.34 -5.48 2.87
C 6.365299 1.020570 -1.347114 -0.18 -1.14 0.85
C 6.570295 2.432269 -0.540140 0.18 -0.29 -0.20
C 5.263220 3.419192 -0.687779 0.14 -2.06 -0.06
C 4.004836 2.556718 -0.102630 -2.18 -0.77 0.48
C 4.080097 1.995965 1.390786 -3.10 -1.01 -2.02
C 2.880791 1.130339 1.930210 -0.55 1.15 -3.49
O 2.763974 0.549114 3.234680 0.64 2.24 -2.18
C 2.671417 1.550962 4.289577 -1.24 0.79 1.45
C 2.018683 2.956136 3.854390 0.18 0.95 1.32
O 0.640034 2.844997 3.367401 1.70 1.43 -0.66
C 0.212821 4.146826 2.853382 -0.99 0.90 -0.58
C -0.929508 3.977896 1.682439 0.78 -0.41 0.48
C 1.660505 0.865539 0.931033 1.25 0.98 -0.59
C 1.568958 1.452508 -0.528751 2.45 0.14 2.10
C 2.762600 2.324509 -1.072092 -0.15 -1.59 3.81
C 0.218933 1.100345 -1.378783 -0.89 1.37 -0.88
O -0.381677 1.975528 -2.081669 2.71 -3.77 2.77
C -0.292645 -0.439207 -1.192987 -0.89 -2.96 1.15
C -0.170014 -1.063999 0.283459 -0.84 -1.25 -2.02
C -0.582934 -2.558244 0.599681 -0.40 2.12 -3.70
C -1.137156 -3.410881 -0.617089 1.12 2.35 -0.90
S -1.592086 -5.200488 -0.280103 0.68 1.19 -0.37
C -1.313964 -2.829200 -2.107077 3.11 2.88 3.05
P -1.987674 -4.047875 -3.390788 -1.57 -1.52 0.30
O -0.775412 -5.264738 -3.703359 0.50 3.17 0.16
O -2.388691 -3.290376 -4.883391 2.48 -1.05 0.44
C -0.883622 -1.327992 -2.351751 0.82 -0.28 2.02
C -1.038261 -0.656114 -3.803883 -0.13 0.16 -0.31
C -2.572612 -0.136520 -4.038848 -0.01 0.67 0.08
C -3.312400 0.329995 -2.682549 -1.34 0.48 0.05
C -4.167161 -0.829915 -1.943945 0.45 0.29 0.88
C -5.329542 -0.237163 -0.944937 0.77 0.97 -1.10
C -4.705496 0.219255 0.471357 -0.60 -0.17 0.20
C -4.315986 -0.990884 1.474285 0.59 1.01 2.14
S -4.814333 -2.686374 0.888423 1.41 -1.04 1.21
C -3.954507 -3.911965 2.010776 1.29 -5.47 3.31
N -4.278231 -5.319066 2.219736 -0.20 3.39 -1.23
N -3.476906 -5.994894 3.120451 2.98 7.10 0.13
C -2.545551 -4.946543 3.565567 -4.00 -2.88 -2.68
O -2.833849 -3.723959 2.892832 -0.21 -1.40 0.34
C 0.421087 -0.070345 1.438298 -0.74 -0.04 2.06
O -0.055783 -0.049355 2.617133 2.10 -0.31 -5.17
H 6.121269 -2.429489 0.746592 -0.20 2.71 -0.50
H 5.436937 1.027146 -2.035657 1.41 0.08 1.25
H 7.273673 0.764387 -2.029117 -1.53 0.49 1.41
H 6.760574 2.138086 0.557166 -0.30 0.71 -1.72
H 7.534781 2.926082 -0.953354 -1.73 -0.63 0.73
H 5.408861 4.421165 -0.142405 -0.26 -1.62 -0.87
H 5.139470 3.560718 -1.839751 -0.08 0.03 2.19
H 5.006456 2.189932 2.068430 -1.91 -0.36 -1.45
H 1.961567 1.099545 5.100720 1.21 0.63 -1.65
H 3.679770 1.729129 4.847893 -1.53 -0.19 -1.38
H 1.944035 3.596155 4.833064 0.44 -1.17 -1.43
H 2.693654 3.594291 3.144216 -1.25 -1.43 0.95
H 1.060578 4.758710 2.368551 -0.87 -1.24 0.86
H -0.194578 4.808473 3.726672 0.66 -1.24 -1.41
H -0.607756 4.574507 0.739697 -0.77 -0.88 1.74
H -0.940355 2.868441 1.377722 -0.10 1.65 0.53
H -1.965590 4.288269 2.078153 1.66 -0.47 -0.83
H 2.710386 2.768297 -2.144660 0.23 -0.84 2.23
H -0.478085 -2.988159 1.676672 -0.27 0.83 -2.33
H -0.830556 -5.957464 -1.171749 -0.48 1.20 0.51
H 0.134362 -4.849468 -3.682965 -1.16 -0.74 -0.10
H -1.764487 -3.589474 -5.606407 -0.87 0.58 1.05
H -0.708322 -1.386099 -4.652050 -0.78 1.13 1.70
H -0.367337 0.287449 -3.955559 -1.09 -1.84 0.83
H -2.526636 0.790989 -4.748491 0.05 -1.68 1.28
H -3.242085 -0.904213 -4.572360 1.23 0.95 0.92
H -2.632053 0.822618 -1.898800 -0.77 -0.71 -1.47
H -4.085833 1.150689 -2.995205 1.37 -1.36 0.50
H -4.610979 -1.523795 -2.747570 0.65 0.86 1.41
H -3.430146 -1.385592 -1.226988 -1.40 0.53 -1.63
H -5.731843 0.728469 -1.455512 0.53 -1.60 0.90
H -6.234206 -0.951544 -0.865336 1.60 1.02 0.17
H -3.760310 0.886880 0.370579 -1.65 -1.22 -0.19
H -5.499139 0.863218 1.017260 1.32 -1.08 -0.90
H -4.874431 -0.815944 2.485592 1.02 -0.35 -1.86
H -3.187228 -0.943124 1.747597 -1.89 -0.35 -0.73
H -1.732384 -5.229182 4.320888 -1.19 1.50 -1.42